1.
Below is C5H4ClFO in the gas phase, with properties calculated with ωB97M-V/def2-TZVPD.

The geometry in ORCA input format:
```
! RIJCOSX wB97M-V def2-TZVPD def2/J DEFGRID3
* xyz 0 1
C -1.738 0.265 0.497
C -0.328 0.034 0.233
C 0.471 0.814 -0.552
C 1.675 0.019 -0.648
C 1.549 -1.076 0.074
H -2.248 0.033 1.553
H 0.577 1.821 -0.907
H 2.586 0.630 -0.829
H 2.171 -1.789 0.506
O 0.238 -1.149 0.441
F -2.092 1.454 0.129
Cl -2.859 -1.055 -0.497
*
```

Summary:
E ... -22535.1158 eV
Relative energy (zero: lowest compared OMol25 entry of this formula, charge and spin) ... 31.6 kcal per mole
Largest force on an atom ... 5.2 eV Å⁻¹
Lowest unoccupied orbital energy ... 0.24 eV
Gap between HOMO and LUMO ... 9.64 eV

***

2.
Below is 2 unconnected molecules or ions with the total composition C4H5N, with properties calculated with ωB97M-V/def2-TZVPD.

The geometry in ORCA input format:
```
! RIJCOSX wB97M-V def2-TZVPD def2/J DEFGRID3
* xyz 0 1
C 0.152 -0.453 2.253
C 1.066 -0.196 1.327
C -0.368 -0.158 0.947
C -0.411 0.494 -2.250
N -1.324 -0.171 0.241
H -0.030 -0.838 3.262
H 2.060 -0.266 1.061
H -1.025 1.369 -1.937
H -0.760 -0.388 -2.811
H 0.640 0.609 -2.092
*
```

Summary:
E ... -5712.2510 eV
Relative energy (zero: lowest compared OMol25 entry of this formula, charge and spin) ... 152.1 kcal per mole
Largest force on an atom ... 4.0 eV Å⁻¹
Lowest unoccupied orbital energy (spin up / spin down) ... 0.74 / -0.05 eV
Gap between HOMO and LUMO (spin up / spin down) ... 9.31 / 8.19 eV

***

3.
Below is CH3NO3S in the gas phase, with properties calculated with ωB97M-V/def2-TZVPD.

The geometry in ORCA input format:
```
! RIJCOSX wB97M-V def2-TZVPD def2/J DEFGRID3
* xyz 0 1
C -0.525 0.286 -1.536
N 1.754 -0.806 1.262
O -1.154 1.514 0.662
O -1.095 -0.976 0.810
O 1.119 0.123 0.556
S -0.706 0.254 0.147
H -0.211 -0.670 -2.164
H -0.424 1.327 -1.882
H 1.242 -1.052 2.145
*
```

Summary:
E ... -19546.9356 eV
Relative energy (zero: lowest compared OMol25 entry of this formula, charge and spin) ... 147.1 kcal per mole
Largest force on an atom ... 3.2 eV Å⁻¹
Lowest unoccupied orbital energy (spin up / spin down) ... -2.89 / -0.67 eV
Gap between HOMO and LUMO (spin up / spin down) ... 6.46 / 9.66 eV

***

4.
Below is 2 unconnected molecules or ions with the total composition C4H12, with properties calculated with ωB97M-V/def2-TZVPD.

The geometry in ORCA input format:
```
! RIJCOSX wB97M-V def2-TZVPD def2/J DEFGRID3
* xyz -1 2
C -1.135 -0.345 2.625
C 0.042 -0.661 1.656
H -0.997 0.666 3.021
H -2.087 -0.596 2.162
H -1.027 -0.970 3.517
H -0.301 -0.487 0.635
H 0.346 -1.709 1.745
H 0.911 -0.034 1.878
C 0.544 -0.243 -2.197
C 0.503 1.302 -2.120
H -0.241 -0.614 -2.857
H 1.497 -0.620 -2.574
H 0.381 -0.723 -1.236
H 0.478 1.644 -1.084
H -0.357 1.686 -2.663
H 1.442 1.704 -2.507
*
```

Summary:
E ... -4340.6634 eV
Relative energy (zero: lowest compared OMol25 entry of this formula, charge and spin) ... 8.6 kcal per mole
Largest force on an atom ... 1.5 eV Å⁻¹
Lowest unoccupied orbital energy (spin up / spin down) ... 4.39 / 4.50 eV
Gap between HOMO and LUMO (spin up / spin down) ... 2.80 / 12.20 eV

***

5.
Below is a molecular structure, C55H48BBaN4O8P2S, with properties calculated with ωB97M-V/def2-TZVPD.

The geometry in ORCA input format:
```
! RIJCOSX wB97M-V def2-TZVPD def2/J DEFGRID3
* xyz -1 1
Ba -1.597 -0.573 -0.982
O -0.277 1.305 0.315
S 1.102 0.812 0.659
C 1.479 1.593 2.232
C 2.610 2.390 2.373
C 2.910 2.961 3.597
C 2.071 2.734 4.678
C 0.946 1.942 4.526
C 0.625 1.332 3.309
P -0.916 0.285 3.161
C -1.949 1.147 4.398
C -2.446 0.530 5.542
C -3.314 1.210 6.389
C -3.690 2.512 6.103
C -3.206 3.130 4.957
C -2.353 2.450 4.107
C -0.442 -1.232 4.078
C 0.582 -1.354 5.013
C 0.806 -2.561 5.663
C 0.003 -3.659 5.392
C -1.026 -3.547 4.467
C -1.239 -2.345 3.808
C 2.143 1.690 -0.511
C 1.728 2.970 -0.859
C 2.293 3.607 -1.947
C 3.248 2.939 -2.703
C 3.650 1.664 -2.352
C 3.125 1.011 -1.232
P 3.583 -0.756 -1.002
C 5.384 -0.737 -1.383
C 6.250 0.345 -1.233
C 7.607 0.205 -1.479
C 8.124 -1.022 -1.875
C 7.274 -2.105 -2.029
C 5.914 -1.959 -1.792
C 3.709 -0.944 0.821
C 4.555 -0.172 1.615
C 4.626 -0.388 2.982
C 3.844 -1.375 3.567
C 2.991 -2.142 2.786
C 2.933 -1.934 1.417
H 3.249 2.573 1.519
H 3.787 3.588 3.698
H 2.285 3.180 5.641
H 0.286 1.792 5.372
H -2.153 -0.484 5.780
H -3.693 0.715 7.274
H -4.367 3.041 6.763
H -3.513 4.139 4.712
H -2.016 2.925 3.192
H 1.222 -0.509 5.228
H 1.611 -2.643 6.383
H 0.176 -4.600 5.900
H -1.659 -4.400 4.254
H -2.020 -2.260 3.061
H 0.918 3.425 -0.303
H 1.959 4.596 -2.231
H 3.663 3.403 -3.589
H 4.377 1.152 -2.970
H 5.863 1.309 -0.928
H 8.265 1.057 -1.360
H 9.184 -1.129 -2.068
H 7.664 -3.065 -2.344
H 5.250 -2.806 -1.927
H 5.169 0.599 1.162
H 5.280 0.223 3.592
H 3.886 -1.538 4.636
H 2.354 -2.888 3.246
H 2.254 -2.511 0.803
O -1.506 0.984 -5.119
B -1.150 0.674 -3.774
O 0.312 0.518 -3.812
C 0.720 0.740 -5.085
C 1.995 0.710 -5.610
C 2.139 0.985 -6.971
C 1.036 1.276 -7.763
C -0.251 1.299 -7.225
C -0.383 1.026 -5.880
H 2.845 0.469 -4.985
H 3.127 0.964 -7.416
H 1.175 1.483 -8.817
H -1.120 1.519 -7.831
C -6.343 -2.901 -0.923
N -5.799 -1.846 -0.088
C -6.614 -1.046 0.670
C -6.121 -0.035 1.392
C -4.678 0.235 1.358
O -4.202 1.200 1.953
N -3.896 -0.642 0.652
C -4.422 -1.634 -0.082
O -3.709 -2.379 -0.788
H -7.372 -2.654 -1.183
H -6.322 -3.867 -0.414
H -5.747 -2.983 -1.828
H -7.668 -1.292 0.634
H -6.756 0.604 1.987
C 1.466 -5.860 -3.234
C 0.972 -5.936 -1.796
C -0.486 -5.443 -1.572
C -1.494 -6.296 -2.346
C -2.940 -5.941 -2.012
C -0.715 -5.614 -0.083
O -0.919 -6.690 0.444
N -0.626 -4.469 0.657
C -0.335 -3.195 0.154
O -0.229 -2.273 0.975
N -0.228 -2.981 -1.159
C -0.554 -3.977 -2.035
O -0.814 -3.743 -3.202
H 2.514 -6.164 -3.280
H 1.381 -4.852 -3.636
H 0.899 -6.526 -3.885
H 1.636 -5.354 -1.148
H 1.007 -6.968 -1.436
H -1.297 -7.348 -2.124
H -1.315 -6.129 -3.407
H -3.184 -6.210 -0.983
H -3.630 -6.474 -2.668
H -3.120 -4.871 -2.136
H -0.718 -4.541 1.660
*
```

Summary:
E ... -110945.6406 eV
Relative energy (zero: lowest compared OMol25 entry of this formula, charge and spin) ... 11.2 kcal per mole
Largest force on an atom ... 0.4 eV Å⁻¹
Lowest unoccupied orbital energy ... 2.03 eV
Gap between HOMO and LUMO ... 5.99 eV

***

6.
Below is 2 unconnected molecules or ions with the total composition C5H11N2, with properties calculated with ωB97M-V/def2-TZVPD.

The geometry in ORCA input format:
```
! RIJCOSX wB97M-V def2-TZVPD def2/J DEFGRID3
* xyz 1 1
C 2.466 -0.340 0.008
C 2.872 -1.518 0.431
C 1.952 0.748 -0.420
C -1.749 1.680 0.880
C -0.673 -1.308 -0.776
N -1.544 0.774 -0.137
N -1.019 -0.286 0.143
H 2.913 -2.411 -0.304
H 3.093 -1.702 1.387
H 0.894 0.905 -0.262
H 2.589 1.572 -0.595
H -2.744 2.115 1.079
H -1.460 1.216 1.782
H -1.161 2.539 0.641
H 0.358 -1.443 -0.656
H -0.836 -2.235 -0.177
H -1.138 -1.322 -1.821
H -1.898 1.030 -1.087
*
```

Summary:
E ... -8332.0122 eV
Relative energy (zero: lowest compared OMol25 entry of this formula, charge and spin) ... 117.8 kcal per mole
Largest force on an atom ... 5.3 eV Å⁻¹
Lowest unoccupied orbital energy ... -5.55 eV
Gap between HOMO and LUMO ... 7.74 eV

***

7.
Below is a molecular structure, H12O14PbS2, with properties calculated with ωB97M-V/def2-TZVPD.

The geometry in ORCA input format:
```
! RIJCOSX wB97M-V def2-TZVPD def2/J DEFGRID3
* xyz -2 1
Pb -0.068 0.098 0.375
S 1.417 -1.536 -2.544
O 0.079 -1.414 -3.197
O 2.018 -2.846 -2.756
O 2.309 -0.443 -3.029
O 1.161 -1.283 -1.075
S 1.175 -1.959 2.957
O 0.180 -1.535 1.898
O 1.233 -3.423 3.029
O 2.493 -1.384 2.603
O 0.679 -1.360 4.232
O -1.444 -1.822 -0.878
H -0.658 -1.886 -1.464
H -2.177 -1.719 -1.490
O 2.172 1.119 -0.548
H 2.080 1.200 -1.506
H 3.054 0.760 -0.411
O -2.818 0.668 0.258
H -3.440 1.079 -0.349
H -3.237 0.716 1.123
O -1.146 0.863 2.742
H -1.779 1.377 3.250
H -0.542 0.466 3.404
O -0.550 1.132 -2.059
H -1.081 1.883 -2.339
H 0.127 1.025 -2.748
O -0.162 3.146 0.313
H -0.823 3.642 0.805
H -0.252 3.438 -0.598
*
```

Summary:
E ... -55780.4228 eV
Relative energy (zero: lowest compared OMol25 entry of this formula, charge and spin) ... 10.1 kcal per mole
Largest force on an atom ... 1.8 eV Å⁻¹
Lowest unoccupied orbital energy ... 3.69 eV
Gap between HOMO and LUMO ... 4.92 eV